w:
This record from the Open Molecules 2025 dataset describes a cluster of 2 separate species, C5H14S in total. The level of theory is the ωB97M-V functional and the def2-TZVPD basis.

The HOMO energy comes out at -8.56 eV. As for the SMILES: CCC.CSC. Its spin multiplicity is 1.

Last columns: bonded neighbours and bond lengths (Å).
Cartesian coordinates (Å):
1 S -3.45 1.13 -1.40  C3 1.822, C6 1.857
2 C 2.84 -0.38 1.74  C5 1.603, H9 1.111, H14 1.069, H16 1.113
3 C -3.90 0.34 0.17  S1 1.822, H7 1.166, H12 1.109, H17 1.108
4 C 2.21 0.09 -0.56  C5 1.472, H8 1.111, H15 1.308, H20 0.966
5 C 1.85 -0.81 0.55  C2 1.603, C4 1.472, H13 1.146, H19 1.119
6 C -1.79 0.35 -1.73  S1 1.857, H10 1.111, H11 1.083, H18 1.044
7 H -3.15 -0.27 0.82  C3 1.166
8 H 1.76 -0.24 -1.52  C4 1.111
9 H 3.29 0.58 1.42  C2 1.111
10 H -1.77 -0.72 -1.45  C6 1.111
11 H -0.89 0.71 -1.26  C6 1.083
12 H -4.88 -0.14 0.38  C3 1.109
13 H 0.76 -0.72 0.89  C5 1.146
14 H 3.74 -0.97 1.74  C2 1.069
15 H 1.55 1.21 -0.42  C4 1.308
16 H 2.44 -0.26 2.77  C2 1.113
17 H -3.98 1.17 0.90  C3 1.108
18 H -1.64 0.47 -2.76  C6 1.044
19 H 1.88 -1.90 0.32  C5 1.119
20 H 3.13 0.36 -0.62  C4 0.966

x:
This record from the Open Molecules 2025 dataset describes a cluster of 2 separate species, C5H14S in total. The level of theory is the ωB97M-V functional and the def2-TZVPD basis.

The HOMO energy comes out at -8.41 eV. As for the SMILES: CCC.CSC. Its spin multiplicity is 1.

Last columns: bonded neighbours and bond lengths (Å).
Cartesian coordinates (Å):
1 S 2.04 2.62 0.54  C2 1.978, C6 1.844
2 C 2.37 1.19 1.86  S1 1.978, H12 1.148, H18 1.076, H19 1.084
3 C -1.05 -0.81 -0.42  C4 1.492, C5 1.592, H7 1.037, H11 1.226
4 C -2.09 -1.28 -1.39  C3 1.492, H8 1.144, H10 1.132, H20 1.071
5 C -0.02 -2.01 -0.25  C3 1.592, H9 1.127, H13 1.146, H16 1.229
6 C 0.37 2.27 -0.17  S1 1.844, H14 1.138, H15 1.222, H17 1.024
7 H -0.84 0.16 -0.70  C3 1.037
8 H -2.81 -0.39 -1.45  C4 1.144
9 H 0.43 -2.04 0.79  C5 1.127
10 H -2.91 -2.04 -1.21  C4 1.132
11 H -1.51 -0.62 0.70  C3 1.226
12 H 1.92 1.63 2.82  C2 1.148
13 H -0.57 -2.96 -0.57  C5 1.146
14 H -0.17 1.68 0.64  C6 1.138
15 H 0.56 1.45 -1.05  C6 1.222
16 H 0.87 -1.91 -1.09  C5 1.229
17 H -0.12 3.10 -0.51  C6 1.024
18 H 3.38 1.26 2.25  C2 1.076
19 H 1.88 0.27 1.56  C2 1.084
20 H -1.73 -1.56 -2.36  C4 1.071

y:
This record from the Open Molecules 2025 dataset describes a cluster of 2 separate species, C5H14S in total. The level of theory is the ωB97M-V functional and the def2-TZVPD basis.

The HOMO energy comes out at -8.38 eV. As for the SMILES: CCSC.CC. Its spin multiplicity is 1.

Last columns: bonded neighbours and bond lengths (Å).
Cartesian coordinates (Å):
1 S 0.88 2.72 0.21  C2 1.862, C4 1.883
2 C -0.67 2.23 1.12  S1 1.862, H9 1.085, H10 1.105, H17 1.094
3 C 0.27 -1.84 1.27  C6 1.554, H12 1.092, H14 1.092, H15 1.087
4 C 1.06 1.38 -1.09  S1 1.883, C5 1.497, H18 1.108, H19 1.108
5 C -0.10 0.57 -1.60  C4 1.497, H8 1.065, H11 1.086, H20 1.101
6 C -0.19 -2.51 -0.05  C3 1.554, H7 1.100, H13 1.097, H16 1.069
7 H -0.68 -1.70 -0.61  C6 1.100
8 H -0.45 -0.18 -0.94  C5 1.065
9 H -0.52 2.37 2.19  C2 1.085
10 H -1.47 2.95 0.90  C2 1.105
11 H -1.00 1.18 -1.61  C5 1.086
12 H 0.10 -0.77 1.15  C3 1.092
13 H -1.11 -3.06 0.20  C6 1.097
14 H -0.36 -2.19 2.09  C3 1.092
15 H 1.25 -2.14 1.63  C3 1.087
16 H 0.53 -3.15 -0.52  C6 1.069
17 H -0.96 1.20 0.90  C2 1.094
18 H 1.89 0.77 -0.69  C4 1.108
19 H 1.49 1.96 -1.93  C4 1.108
20 H 0.04 0.21 -2.63  C5 1.101

Energies in eV, measured from the most stable structure: w 1.157; x 1.544; y 0.000.

w:
This record from the Open Molecules 2025 dataset describes a cluster of 2 separate species, C5H14S in total. The level of theory is the ωB97M-V functional and the def2-TZVPD basis.

The HOMO energy comes out at -8.44 eV. As for the SMILES: CCC.CSC. Its spin multiplicity is 1.

Last columns: bonded neighbours and bond lengths (Å).
Cartesian coordinates (Å):
1 S 1.15 0.09 -1.95  C5 1.903, C6 1.754
2 C -1.82 -1.54 0.99  C4 1.540, H10 1.126, H15 1.137, H20 1.067
3 C -1.85 -0.35 3.19  C4 1.472, H9 1.072, H16 1.037, H18 1.106
4 C -1.57 -0.22 1.75  C2 1.540, C3 1.472, H7 1.103, H13 1.081
5 C 2.35 0.06 -0.48  S1 1.903, H11 1.128, H14 1.039, H17 1.114
6 C 0.64 1.77 -1.85  S1 1.754, H8 1.079, H12 1.177, H19 1.164
7 H -0.65 0.33 1.48  C4 1.103
8 H 1.23 2.38 -1.19  C6 1.079
9 H -2.82 -0.71 3.49  C3 1.072
10 H -2.86 -1.73 0.61  C2 1.126
11 H 2.39 -1.07 -0.46  C5 1.128
12 H 0.46 2.24 -2.92  C6 1.177
13 H -2.26 0.56 1.46  C4 1.081
14 H 2.25 0.43 0.49  C5 1.039
15 H -1.11 -1.69 0.12  C2 1.137
16 H -1.19 -1.10 3.47  C3 1.037
17 H 3.29 0.59 -0.77  C5 1.114
18 H -1.61 0.55 3.78  C3 1.106
19 H -0.49 1.74 -1.55  C6 1.164
20 H -1.51 -2.37 1.58  C2 1.067

x:
This record from the Open Molecules 2025 dataset describes a cluster of 2 separate species, C5H14S in total. The level of theory is the ωB97M-V functional and the def2-TZVPD basis.

The HOMO energy comes out at -8.43 eV. As for the SMILES: CCSC.CC. Its spin multiplicity is 1.

Last columns: bonded neighbours and bond lengths (Å).
Cartesian coordinates (Å):
1 S 0.37 1.54 -2.02  C3 1.835, C5 1.801
2 C -0.99 -1.81 3.10  C6 1.552, H15 1.103, H18 1.089, H20 1.081
3 C 0.42 -0.12 -1.24  S1 1.835, C4 1.514, H8 1.088, H14 1.104
4 C 1.22 -0.14 0.04  C3 1.514, H13 1.091, H16 1.089, H17 1.104
5 C -0.73 2.38 -0.87  S1 1.801, H7 1.092, H9 1.083, H10 1.096
6 C -0.43 -2.98 2.25  C2 1.552, H11 1.095, H12 1.087, H19 1.092
7 H -0.74 3.46 -1.04  C5 1.092
8 H -0.61 -0.47 -1.22  C3 1.088
9 H -1.76 2.05 -0.96  C5 1.083
10 H -0.25 2.28 0.11  C5 1.096
11 H -0.26 -2.92 1.17  C6 1.095
12 H 0.48 -3.30 2.75  C6 1.087
13 H 1.94 0.68 0.10  C4 1.091
14 H 0.73 -0.82 -2.04  C3 1.104
15 H -1.54 -2.21 3.97  C2 1.103
16 H 0.52 -0.31 0.86  C4 1.089
17 H 1.99 -0.93 0.06  C4 1.104
18 H -0.14 -1.39 3.62  C2 1.089
19 H -1.11 -3.84 2.26  C6 1.092
20 H -1.72 -1.18 2.61  C2 1.081

y:
This record from the Open Molecules 2025 dataset describes a cluster of 2 separate species, C5H14S in total. The level of theory is the ωB97M-V functional and the def2-TZVPD basis.

The HOMO energy comes out at -8.51 eV. As for the SMILES: CCC.CSC. Its spin multiplicity is 1.

Last columns: bonded neighbours and bond lengths (Å).
Cartesian coordinates (Å):
1 S -1.88 -2.03 -0.59  C3 1.828, C6 1.828
2 C 1.64 0.81 0.01  C4 1.522, H14 1.089, H16 1.089, H17 1.089
3 C -0.62 -1.97 0.74  S1 1.828, H9 1.084, H12 1.087, H15 1.086
4 C 0.24 1.42 0.05  C2 1.522, C5 1.546, H10 1.087, H18 1.067
5 C -0.10 2.06 1.42  C4 1.546, H8 1.094, H13 1.085, H19 1.096
6 C -0.94 -1.52 -2.07  S1 1.828, H7 1.086, H11 1.086, H20 1.086
7 H -1.09 -0.46 -2.28  C6 1.086
8 H -0.34 3.13 1.34  C5 1.094
9 H -0.94 -2.63 1.54  C3 1.084
10 H 0.15 2.15 -0.75  C4 1.087
11 H -1.27 -2.15 -2.89  C6 1.086
12 H 0.32 -2.29 0.30  C3 1.087
13 H 0.59 1.92 2.24  C5 1.085
14 H 1.67 -0.28 0.10  C2 1.089
15 H -0.49 -0.96 1.11  C3 1.086
16 H 2.21 1.13 -0.86  C2 1.089
17 H 2.31 1.03 0.84  C2 1.089
18 H -0.48 0.64 -0.07  C4 1.067
19 H -1.09 1.70 1.71  C5 1.096
20 H 0.11 -1.71 -1.87  C6 1.086

Energies in eV, measured from the most stable structure: w 1.131; x 0.332; y 0.000.

w:
This record from the Open Molecules 2025 dataset describes a cluster of 2 separate species, C4H7IO in total. The level of theory is the ωB97M-V functional and the def2-TZVPD basis.

The HOMO energy comes out at -8.55 eV. As for the SMILES: COC1=CC1.I. Its spin multiplicity is 1.

Last columns: bonded neighbours and bond lengths (Å).
Cartesian coordinates (Å):
1 I 4.18 1.09 -0.63  H11 1.496
2 O -0.47 0.74 -0.54  C3 1.403, C5 1.312
3 C -1.20 1.63 0.25  O2 1.403, H7 1.047, H12 1.026, H13 1.004
4 C -0.74 -1.46 0.64  C5 1.295, C6 1.535, H8 1.125
5 C -0.38 -0.52 -0.16  O2 1.312, C4 1.295, C6 1.493
6 C 0.08 -1.88 -0.59  C4 1.535, C5 1.493, H9 1.103, H10 1.199
7 H -2.18 1.31 0.43  C3 1.047
8 H -1.26 -1.90 1.54  C4 1.125
9 H 1.09 -2.29 -0.67  C6 1.103
10 H -0.34 -2.46 -1.55  C6 1.199
11 H 3.14 1.36 0.41  I1 1.496
12 H -0.69 1.88 1.11  C3 1.026
13 H -1.23 2.51 -0.24  C3 1.004

x:
This record from the Open Molecules 2025 dataset describes the molecule C4H7IO. The level of theory is the ωB97M-V functional and the def2-TZVPD basis.

The HOMO energy (alpha / beta) comes out at -9.36 / -9.36 eV. As for the SMILES: CC(C)(I)C=O. Its spin multiplicity is 1.

Last columns: bonded neighbours and bond lengths (Å).
Cartesian coordinates (Å):
1 I -2.71 0.38 -0.04  C3 2.658
2 O -0.23 -2.33 0.02  C5 1.181
3 C -0.07 0.07 -0.03  I1 2.658, C4 1.494, C5 1.549, C6 1.469
4 C 0.48 1.09 -0.98  C3 1.494, H7 1.053, H10 1.116, H13 1.051
5 C -0.22 -1.35 -0.63  O2 1.181, C3 1.549, H8 1.032
6 C 0.23 0.02 1.41  C3 1.469, H9 1.020, H11 1.127, H12 1.063
7 H -0.10 1.94 -0.79  C4 1.053
8 H -0.20 -1.33 -1.66  C5 1.032
9 H -0.59 -0.13 1.99  C6 1.020
10 H 1.58 1.07 -0.78  C4 1.116
11 H 0.88 -0.89 1.56  C6 1.127
12 H 0.78 0.85 1.79  C6 1.063
13 H 0.17 0.62 -1.87  C4 1.051

y:
This record from the Open Molecules 2025 dataset describes a cluster of 2 separate species, C4H7IO in total. The level of theory is the ωB97M-V functional and the def2-TZVPD basis.

The HOMO energy (alpha / beta) comes out at -7.69 / -7.57 eV. Its spin multiplicity is 1.

Last columns: bonded neighbours and bond lengths (Å).
Cartesian coordinates (Å):
1 I 1.34 -0.61 -2.96  C5 2.093
2 O 0.71 1.52 -0.61  C6 1.335, H13 0.968
3 C -1.28 0.68 0.71  C4 1.526, C6 1.464, H10 1.083, H12 1.079
4 C -0.04 0.23 1.48  C3 1.526, C6 1.473, H7 1.079, H9 1.081
5 C 0.41 -1.52 -1.32  I1 2.093, H8 1.072, H11 1.071
6 C 0.02 0.59 0.05  O2 1.335, C3 1.464, C4 1.473
7 H 0.01 -0.81 1.77  C4 1.079
8 H -0.57 -1.92 -1.54  C5 1.072
9 H 0.39 0.90 2.21  C4 1.081
10 H -1.68 1.67 0.89  C3 1.083
11 H 1.06 -2.11 -0.72  C5 1.071
12 H -2.04 -0.06 0.50  C3 1.079
13 H 1.66 1.44 -0.45  O2 0.968

Energies in eV, measured from the most stable structure: w 2.644; x 0.000; y 2.729.